1.
The following is a DFT calculation (the ωB97M-V functional and the def2-TZVPD basis) of the molecule C5H6N2O in a non-equilibrium geometry.

Structure (XYZ):
```
14
C5H6N2O | the OMol25 dataset | the ωB97M-V functional and the def2-TZVPD basis
C -1.67095 -1.61985 -0.31569
C 0.07774 0.17606 -0.25035
C -0.60265 1.20964 0.31214
C 0.24585 2.26916 0.75074
C 1.10153 3.12669 1.25416
H 1.60420 -1.61113 0.09010
H 1.36809 -2.03602 -1.80604
H -1.59272 -2.79588 -0.08564
H 1.14248 0.22532 -0.16775
H -1.79727 1.21453 0.09611
H 2.15767 3.72650 1.20569
N 0.82892 -2.00731 -0.71577
N -0.43658 -0.98611 -0.78804
O -2.42631 -0.89159 0.42033
```

Output
Energy ... -378.60331 Eh
SMILES ... C#C/C=C/N(N)C=O
Lowest unoccupied orbital energy ... -0.057 eV
HOMO energy ... -8.35 eV

Atom charges from the natural (NBO) analysis, given in e for atoms 1 to 4: 0.4932 0.0162 -0.3457 -0.0318

***

2.
The following is a DFT calculation (the ωB97M-V functional and the def2-TZVPD basis) of the molecule C5H6N2O in a non-equilibrium geometry.

Structure (XYZ):
```
14
C5H6N2O | the OMol25 dataset | the ωB97M-V functional and the def2-TZVPD basis
C 0.77843 1.19769 -0.60649
C -1.71707 -0.24871 -0.09025
C 1.40910 -0.09641 -0.23111
C -0.75098 0.55607 0.84567
C 0.35134 -0.83313 0.50442
N -0.26404 1.50862 0.01889
N -0.79150 -1.15025 -0.37185
O -2.88782 -0.04572 -0.27533
H 1.16750 1.67854 -1.46091
H 1.93036 -0.42987 -1.12950
H 2.24439 0.18001 0.46786
H -0.95683 1.03485 1.88375
H 0.46721 -1.42039 1.41263
H -0.98010 -1.93130 -0.96778
```

Output
Energy ... -378.80380 Eh
SMILES ... O=C1N[C@H]2CC=N[C@@H]12
Lowest unoccupied orbital energy ... 0.824 eV
HOMO energy ... -9.35 eV

Atom charges from the natural (NBO) analysis, given in e for atoms 1 to 4: 0.1306 0.6842 -0.5265 -0.1242

***

3.
The following is a DFT calculation (the ωB97M-V functional and the def2-TZVPD basis) of the molecule C5H6N2O in a non-equilibrium geometry.

Structure (XYZ):
```
14
C5H6N2O | the OMol25 dataset | the ωB97M-V functional and the def2-TZVPD basis
C 0.65923 -1.11907 -0.90927
C -1.43127 -0.97616 -0.55423
C -0.95092 0.17051 -0.27852
C -0.86592 1.11349 0.78411
C 0.81807 1.07377 0.55446
H 2.42148 -1.53087 -0.07227
H -2.68364 -1.00896 -0.54880
H -1.02697 0.73571 1.93349
H -1.01616 2.27884 0.40901
H 1.20189 1.96796 0.08731
H 1.44786 0.60671 1.31967
N 1.64639 -1.87269 -0.67377
N 0.37781 0.25248 -0.62500
O -0.59783 -1.69171 -1.42620
```

Output
Energy ... -378.69240 Eh
SMILES ... [H]/N=c1/occ2n1CC2
Lowest unoccupied orbital energy ... 0.788 eV
HOMO energy ... -8.46 eV

Atom charges from the natural (NBO) analysis, given in e for atoms 1 to 4: 0.6877 0.0596 0.0146 -0.4212

***

4.
The following is a DFT calculation (the ωB97M-V functional and the def2-TZVPD basis) of a cluster of 2 separate species, C5H6N2O in total in a non-equilibrium geometry.

Structure (XYZ):
```
14
C5H6N2O | the OMol25 dataset | the ωB97M-V functional and the def2-TZVPD basis
C 2.22450 -0.22046 0.22734
O 2.49797 1.11631 0.06552
C -0.79470 1.00524 0.20548
N -0.02598 1.87430 0.22126
H 1.62363 1.65725 0.12348
H 1.95920 -0.47809 1.26569
H 3.09421 -0.80540 -0.08499
C -1.96809 0.24632 0.44054
C -2.41230 -0.69825 -0.37990
C 1.04295 -0.70563 -0.61008
N 0.42621 -1.26019 -1.40423
H -2.46418 0.47787 1.37556
H -3.27934 -1.28981 -0.13070
H -1.92410 -0.91944 -1.31495
```

Output
Energy ... -378.80193 Eh
SMILES ... C=CC#N.N#CCO
Lowest unoccupied orbital energy ... -0.025 eV
HOMO energy ... -10.60 eV

Atom charges from the natural (NBO) analysis, given in e for atoms 1 to 4: -0.1325 -0.7224 0.3429 -0.3786

***

5.
The following is a DFT calculation (the ωB97M-V functional and the def2-TZVPD basis) of a cluster of 2 separate species, C5H6N2O2 in total in a non-equilibrium geometry.

Structure (XYZ):
```
15
C5H6N2O2 | the OMol25 dataset | the ωB97M-V functional and the def2-TZVPD basis
N 3.62787 -0.82580 0.47367
C 2.72048 0.15838 0.41209
O 3.00194 1.35314 0.43961
C 1.31590 -0.26224 0.37482
C 0.13297 -0.51111 0.42165
C -1.29493 -0.82582 0.49878
C -2.17106 0.36009 0.48867
N -2.74632 1.34925 0.71173
H 4.62162 -0.58700 0.50308
H 3.35344 -1.79781 0.45328
H -1.57998 -1.47188 -0.34675
H -1.50153 -1.40214 1.41476
O -3.46753 1.40744 -2.16995
H -2.57048 1.13144 -2.37958
H -3.44240 1.92404 -1.29586
```

Output
Energy ... -454.05166 Eh
SMILES ... N#CCC#CC(N)=O.O
Lowest unoccupied orbital energy ... 0.317 eV
HOMO energy ... -10.49 eV

Atom charges from the natural (NBO) analysis, given in e for atoms 1 to 4: -0.7933 0.6011 -0.5670 -0.0901

***

6.
The following is a DFT calculation (the ωB97M-V functional and the def2-TZVPD basis) of the molecule C5H6N2O2 in a non-equilibrium geometry.

Structure (XYZ):
```
15
C5H6N2O2 | the OMol25 dataset | the ωB97M-V functional and the def2-TZVPD basis
C -2.19762 0.45991 0.72405
C -0.82810 1.05298 0.47959
C 1.70526 0.72995 0.07621
C 2.44379 -0.23183 -0.44633
C 0.32659 -0.98351 -0.71502
H -2.57891 -0.11322 -0.17019
H -2.76973 1.18083 1.33288
H -1.82952 -0.37449 1.35682
H 1.94295 1.70859 0.40224
H 3.32700 -0.29859 -0.98171
H -0.32626 -2.61119 -1.03668
N 0.36231 0.32481 -0.13134
N -0.74409 -1.66835 -0.91546
O -0.52008 2.15535 0.93030
O 1.68641 -1.33125 -0.90536
```

Output
Energy ... -454.07083 Eh
SMILES ... [H]/N=c1\occn1C(C)=O
Lowest unoccupied orbital energy ... 0.805 eV
HOMO energy ... -8.65 eV

Atom charges from the natural (NBO) analysis, given in e for atoms 1 to 4: -0.7265 0.7246 -0.0722 0.0533

***

7.
The following is a DFT calculation (the ωB97M-V functional and the def2-TZVPD basis) of the ion C5H6N2O4P with charge -1 in a non-equilibrium geometry.

Structure (XYZ):
```
18
C5H6N2O4P | the OMol25 dataset | the ωB97M-V functional and the def2-TZVPD basis
C -1.47978 0.79211 -0.49748
C -0.59550 1.75086 -0.52828
C -1.16586 -0.54521 -0.05072
C 0.76030 1.57017 -0.15742
C 0.11969 -0.65446 0.43308
N 1.11699 0.29185 0.18587
N 0.61152 -1.86556 0.87270
O 3.51034 1.04064 0.72588
O 1.70200 2.44265 -0.14251
O 2.94945 0.04537 -1.62735
O 3.13390 -1.42979 0.49188
P 2.87059 -0.10751 -0.16200
H -2.53327 1.15308 -0.69344
H -0.80215 2.85136 -0.63527
H -1.87294 -1.37170 0.02486
H 2.98034 1.87979 0.67163
H -0.13056 -2.47951 1.05603
H 1.58104 -2.04281 1.05136
```

Output
Energy ... -946.16388 Eh
Total charge ... -1
SMILES ... Nc1cccc(=O)n1[P@](=O)([O-])O
Lowest unoccupied orbital energy ... 3.552 eV
HOMO energy ... -4.56 eV

Atom charges from the natural (NBO) analysis, given in e for atoms 1 to 4: -0.1201 -0.3874 -0.4395 0.6342

***

8.
The following is a DFT calculation (the ωB97M-V functional and the def2-TZVPD basis) of a cluster of 2 separate species, C5H6N2O5 in total in a non-equilibrium geometry.

Structure (XYZ):
```
18
C5H6N2O5 | the OMol25 dataset | the ωB97M-V functional and the def2-TZVPD basis
C -0.75403 0.70963 -0.97826
C 0.43391 -1.51444 1.16194
C -1.71428 0.71147 -2.13274
C 0.12381 -1.35452 2.60586
C 0.38248 1.56243 -1.29812
N 1.32488 -0.52812 0.50631
N 1.43657 2.06543 -1.36889
O 2.36034 2.78949 -1.43057
O -0.89839 0.21519 0.13597
O 0.07702 -2.46051 0.52671
O 1.80030 0.31224 1.22863
O 1.62294 -0.81117 -0.63702
H -2.61776 0.14810 -1.69657
H -2.10820 1.66782 -2.44510
H -1.40169 0.31019 -3.00044
H 0.14403 -0.27496 2.83175
H -1.00713 -1.60227 2.74797
H 0.79520 -1.94598 3.24258
```

Output
Energy ... -679.59727 Eh
Lowest unoccupied orbital energy ... -1.084 eV
HOMO energy ... -10.37 eV

Atom charges from the natural (NBO) analysis, given in e for atoms 1 to 4: 0.5526 0.6512 -0.7006 -0.7363

***

9.
The following is a DFT calculation (the ωB97M-V functional and the def2-TZVPD basis) of a cluster of 2 separate species, C5H6N2O8 in total in a non-equilibrium geometry.

Structure (XYZ):
```
21
C5H6N2O8 | the OMol25 dataset | the ωB97M-V functional and the def2-TZVPD basis
N 0.02359 -0.23339 1.44020
O -1.10293 0.19340 1.42650
O 1.10607 0.29563 1.32094
C 0.45167 -6.80158 -2.15621
C -0.14078 -6.14159 -0.89996
C 0.53970 -5.12731 -0.28452
C 0.06484 -4.32419 0.88553
O -0.81867 -4.59682 1.67978
O 0.85837 -3.18235 0.99272
O 0.19018 -2.14032 1.71541
C -1.54138 -6.52939 -0.55812
O -2.31457 -5.86877 -1.52917
N -3.69630 -6.25140 -1.11429
O -3.73801 -6.92269 -0.08722
O -4.59121 -5.86209 -1.83964
H -0.25492 -7.57143 -2.53799
H 0.64328 -6.05203 -2.95563
H 1.43286 -7.28714 -1.95603
H 1.51556 -4.83959 -0.68947
H -1.69639 -7.59635 -0.69737
H -1.80292 -6.17224 0.43836
```

Output
Energy ... -905.10247 Eh
Lowest unoccupied orbital energy (spin up / spin down) ... -2.253 / -2.157 eV
HOMO energy (spin up / spin down) ... -10.44 / -10.54 eV

Atom charges from the natural (NBO) analysis, given in e for atoms 1 to 4: 0.6202 -0.2241 -0.2413 -0.6627

***

10.
The following is a DFT calculation (the ωB97M-V functional and the def2-TZVPD basis) of the ion C5H6N2OP with charge +1 in a non-equilibrium geometry.

Structure (XYZ):
```
15
C5H6N2OP | the OMol25 dataset | the ωB97M-V functional and the def2-TZVPD basis
C 0.20493 -1.58656 1.30549
C 1.70675 -0.46115 0.15428
C -0.33362 -0.23650 1.73661
C 0.87246 0.66703 -0.41531
C -0.56237 0.58569 0.43927
N 1.21885 -1.67838 0.55596
N 0.50019 0.99201 -1.77292
O -1.60568 0.94514 -0.02647
P 2.65399 0.89099 0.25587
H -0.26529 -2.40629 1.59624
H -1.14751 -0.43537 2.39609
H 0.42689 0.31768 2.26802
H -0.54056 1.00494 -1.70246
H 0.51921 0.29994 -2.51221
H 0.72358 1.94714 -2.14912
```

Output
Energy ... -719.85856 Eh
Total charge ... +1
SMILES ... [NH3+][C@]12P=C1N=CCC2=O
Lowest unoccupied orbital energy ... -4.694 eV
HOMO energy ... -13.30 eV

Atom charges from the natural (NBO) analysis, given in e for atoms 1 to 4: 0.2196 -0.1711 -0.6008 -0.3285

***

11.
The following is a DFT calculation (the ωB97M-V functional and the def2-TZVPD basis) of the molecule C5H6N2Se in a non-equilibrium geometry.

Structure (XYZ):
```
14
C5H6N2Se | the OMol25 dataset | the ωB97M-V functional and the def2-TZVPD basis
C 2.35668 0.64525 0.12651
C 1.65124 -0.50410 0.13810
C 1.63598 1.92704 -0.05552
C -0.52013 0.32422 -0.06753
C -2.82926 -1.39974 0.06019
N 0.30763 -0.56090 0.09739
N 0.47608 2.29233 -0.39366
Se -2.20623 0.53881 -0.30936
H 3.43417 0.75326 -0.01129
H 2.18764 -1.37474 0.29905
H 2.26645 2.82322 0.00529
H -2.82768 -1.93012 -0.89803
H -2.04714 -1.99861 0.69681
H -3.88543 -1.53591 0.31205
```

Output
Energy ... -2704.88717 Eh
Lowest unoccupied orbital energy (spin up / spin down) ... 0.112 / 0.115 eV
HOMO energy (spin up / spin down) ... -7.89 / -7.85 eV

Atom charges from the natural (NBO) analysis, given in e for atoms 1 to 4: -0.2854 0.0319 -0.0173 0.1530

***

12.
The following is a DFT calculation (the ωB97M-V functional and the def2-TZVPD basis) of the ion C5H6N3S with charge -1 in a non-equilibrium geometry.

Structure (XYZ):
```
15
C5H6N3S | the OMol25 dataset | the ωB97M-V functional and the def2-TZVPD basis
C 0.53433 -0.92020 -0.57145
C -0.11579 -0.03020 1.64957
C -1.31552 -0.43897 -2.09995
C 0.99620 0.94140 3.54887
C -0.07419 0.81070 2.70495
N 0.21437 -0.34627 0.52750
N -0.06353 -0.70634 -1.79560
N -1.52032 -0.13442 -3.35733
S 1.22260 -0.97295 -3.00781
H 1.62623 -1.32232 -0.58535
H 0.93894 1.42318 4.50676
H 1.84164 0.37404 3.18110
H -1.00747 1.22321 2.91703
H -0.81783 0.23318 -3.95098
H -2.45967 -0.13406 -3.66731
```

Output
Energy ... -756.43869 Eh
Total charge ... -1
Lowest unoccupied orbital energy ... 3.670 eV
HOMO energy ... -2.71 eV

Atom charges from the natural (NBO) analysis, given in e for atoms 1 to 4: 0.1829 0.2115 0.1139 -0.5673